The following is a DFT calculation (ωB97M-V/def2-TZVPD) of a structure of composition C40H46N3O8RbS in a non-equilibrium geometry.

Results
Total charge = -2
Orbital gap = 4.395 eV
LUMO = 3.60 eV

```
99
Properties=species:S:1:pos:R:3:lowdin_charge:R:1
Rb 0.62902 0.16780 0.73756 1.025
C 1.20193 -3.11183 1.03649 -0.286
C 0.86515 -2.59170 2.29852 -0.316
C -0.53622 -2.48809 2.36199 -0.297
C -1.07523 -2.95255 1.14205 -0.288
C 0.00220 -3.31623 0.30874 -0.275
C -0.07759 -3.90670 -1.06700 -0.076
C -2.54159 -3.08578 0.88540 -0.100
C -1.33891 -2.00240 3.53139 -0.063
C 1.82547 -2.20859 3.38493 -0.058
C 2.55575 -3.55597 0.57595 -0.055
H 0.50421 -3.34463 -1.81137 0.052
H -1.11155 -3.93538 -1.42819 0.050
H 0.29428 -4.94068 -1.11353 0.068
H -3.08032 -2.14078 1.04598 0.051
H -3.02337 -3.82176 1.54585 0.072
H -2.75969 -3.40267 -0.13970 0.044
H -2.19191 -1.38604 3.22305 0.061
H -0.73636 -1.38172 4.20190 0.058
H -1.74928 -2.82111 4.14265 0.065
H 1.81670 -1.13532 3.61451 0.070
H 2.85546 -2.44460 3.11002 0.058
H 1.62185 -2.72835 4.33003 0.069
H 2.66985 -3.46955 -0.50997 0.060
H 2.75567 -4.61151 0.81848 0.075
H 3.36866 -2.98159 1.02871 0.055
C 0.02756 2.62470 2.68279 -0.319
C 1.12312 3.07498 1.91727 -0.308
C 0.63783 3.44155 0.63841 -0.296
C -0.76012 3.26189 0.63715 -0.278
C -1.12878 2.71908 1.88842 -0.296
C -2.51270 2.33683 2.31873 -0.054
C -1.70795 3.62434 -0.46797 -0.070
C 1.46772 3.95338 -0.49782 -0.076
C 2.55393 3.17003 2.36388 -0.065
C 0.07142 2.14639 4.10062 -0.064
H -2.52441 1.37581 2.84898 0.063
H -3.18047 2.21974 1.46068 0.045
H -2.98387 3.06821 2.99517 0.066
H -2.07161 2.75403 -1.01728 0.026
H -1.23925 4.29954 -1.19061 0.055
H -2.59180 4.15726 -0.08936 0.067
H 0.87874 4.05010 -1.41509 0.043
H 2.30817 3.29193 -0.74346 0.066
H 1.90817 4.94516 -0.31038 0.063
H 3.07453 2.20618 2.36974 0.051
H 2.64352 3.59075 3.37326 0.064
H 3.12340 3.83280 1.70369 0.062
H -0.47791 1.20692 4.24409 0.055
H -0.35939 2.86312 4.81542 0.064
H 1.09911 1.95742 4.42498 0.064
O -1.69853 0.49118 -0.71826 -0.577
S -2.00514 -0.80895 -1.35060 0.949
C -3.72898 -0.72952 -1.97893 -0.253
C -4.61863 -0.01371 -1.01095 -0.275
C -4.66406 1.37864 -1.01886 -0.042
C -5.46367 2.05640 -0.11453 -0.088
C -6.22467 1.35062 0.80765 -0.099
C -6.17932 -0.03409 0.82462 -0.087
C -5.37667 -0.71528 -0.08034 -0.049
C -1.13127 -0.83587 -2.94511 -0.269
C -1.29858 0.38806 -3.77928 -0.262
C -0.70823 1.59275 -3.40126 -0.016
C -0.89540 2.72670 -4.17812 -0.068
C -1.66417 2.67563 -5.33149 -0.103
C -2.25233 1.47895 -5.71544 -0.102
C -2.06993 0.34250 -4.94038 -0.066
H -4.03575 -1.77075 -2.10350 0.094
H -3.75856 -0.23261 -2.95108 0.084
H -4.04383 1.92466 -1.71894 0.113
H -5.46671 3.13927 -0.11033 0.104
H -6.83903 1.88220 1.52415 0.095
H -6.75674 -0.58736 1.55547 0.097
H -5.31632 -1.79733 -0.05074 0.108
H -1.49522 -1.73065 -3.46041 0.101
H -0.08525 -1.01890 -2.68267 0.074
H -0.10598 1.64202 -2.50239 0.111
H -0.43510 3.65572 -3.86569 0.102
H -1.80470 3.56579 -5.93306 0.093
H -2.85005 1.42659 -6.61794 0.092
H -2.52421 -0.59648 -5.23825 0.108
O 6.78738 -3.17511 -2.92889 0.031
N 7.06378 -2.79740 -1.79122 -0.371
O 8.14406 -3.04583 -1.25845 0.030
C 6.10615 -2.03153 -1.07366 -0.162
C 4.86776 -1.74930 -1.65335 0.075
C 3.95816 -0.98741 -0.97100 -0.060
C 4.13169 -0.48255 0.40118 -0.321
O 3.30659 0.15796 1.03628 -0.060
C 5.46225 -0.84120 0.88768 -0.062
C 6.40553 -1.55712 0.19939 0.079
N 5.85401 -0.43223 2.22050 -0.344
O 7.05217 -0.20050 2.41574 0.025
O 5.00856 -0.33738 3.08537 0.102
N 2.73291 -0.75049 -1.73063 -0.325
O 2.06213 0.22475 -1.44944 -0.063
O 2.44028 -1.53145 -2.62385 0.052
H 4.62547 -2.12760 -2.63200 0.129
H 7.36501 -1.75621 0.64724 0.127
```

=====

The following is a DFT calculation (ωB97M-V/def2-TZVPD) of a structure of composition C40H46N4P2RuSi2 in a non-equilibrium geometry.

Results
Total charge = +2
Orbital gap (alpha / beta) = 8.145 / 7.128 eV
Multiplicity = 5
⟨S²⟩ = 6.0235
LUMO (alpha / beta) = -5.66 / -6.93 eV

```
95
Properties=species:S:1:pos:R:3:lowdin_charge:R:1
Ru 0.40764 0.86651 0.25395 1.313
C -2.18016 0.84975 4.36975 -0.154
Si -1.67646 1.66592 2.75615 0.396
C -3.10387 2.70471 2.10641 -0.165
C -0.11425 2.71976 3.04786 -0.164
N -1.27791 0.50472 1.47309 -0.348
P -0.86981 -1.07210 1.60651 0.741
C 0.37459 -1.16779 0.36517 -0.399
P 0.20947 -1.40888 -1.37673 0.740
N 0.43092 0.14097 -1.80927 -0.342
Si 0.92035 0.74871 -3.39726 0.402
C 0.09508 -0.30909 -4.71897 -0.151
C 2.80910 0.62081 -3.46072 -0.161
C 0.42142 2.55650 -3.54827 -0.167
C 1.49165 -2.51662 -1.96453 -0.312
C 2.63329 -2.64763 -1.17110 -0.089
C 3.68512 -3.43575 -1.60626 -0.055
C 3.60452 -4.07910 -2.83463 -0.043
C 2.47554 -3.93666 -3.62995 -0.044
C 1.41139 -3.16097 -3.19744 -0.088
C -1.42007 -2.04717 -1.77310 -0.319
C -2.47754 -1.13667 -1.73890 -0.095
C -3.77410 -1.58781 -1.90940 -0.055
C -4.01390 -2.94272 -2.10251 -0.043
C -2.96083 -3.84606 -2.14025 -0.051
C -1.65752 -3.40552 -1.97148 -0.073
C -2.29264 -2.15899 1.59470 -0.326
C -3.56478 -1.63481 1.79832 -0.078
C -4.63792 -2.50056 1.93888 -0.050
C -4.43734 -3.87270 1.86936 -0.046
C -3.16697 -4.39130 1.64881 -0.054
C -2.08715 -3.53543 1.51198 -0.090
C 0.01691 -1.39122 3.15419 -0.304
C 1.24869 -0.75787 3.34248 -0.106
C 1.93950 -0.91295 4.53113 -0.056
C 1.40968 -1.71779 5.53245 -0.047
C 0.19225 -2.35363 5.34722 -0.047
C -0.51141 -2.19035 4.16266 -0.071
H -2.79321 1.55493 4.93614 0.049
H -2.76870 -0.05850 4.22393 0.028
H -1.31394 0.59405 4.98195 0.034
H -3.15442 3.63260 2.68275 0.044
H -3.02081 2.97006 1.05244 0.005
H -4.05645 2.18873 2.24330 0.036
H -0.25483 3.75028 2.71225 0.032
H 0.12474 2.74959 4.11233 0.042
H 0.76863 2.31995 2.53937 -0.015
H 0.80995 -0.99575 -5.17547 0.033
H -0.72854 -0.89678 -4.30732 0.019
H -0.31284 0.31440 -5.51612 0.042
H 3.14925 0.62813 -4.49886 0.045
H 3.29799 1.46602 -2.96581 0.023
H 3.16557 -0.30558 -3.00537 0.020
H -0.63236 2.71398 -3.31328 0.029
H 1.02640 3.20502 -2.91142 0.018
H 0.57973 2.88005 -4.57975 0.047
H 2.67955 -2.13078 -0.21919 0.092
H 4.56446 -3.55376 -0.98700 0.115
H 4.42461 -4.69875 -3.17192 0.119
H 2.42301 -4.43356 -4.58954 0.119
H 0.52903 -3.05124 -3.81523 0.104
H -2.26487 -0.08523 -1.58442 0.093
H -4.60019 -0.88889 -1.89691 0.116
H -5.02853 -3.29822 -2.22500 0.119
H -3.15365 -4.89746 -2.30803 0.119
H -0.83811 -4.11224 -1.98645 0.111
H -3.70111 -0.56050 1.84212 0.096
H -5.63204 -2.10713 2.10484 0.117
H -5.27724 -4.54429 1.98792 0.118
H -3.01818 -5.46163 1.59430 0.118
H -1.08602 -3.92128 1.34930 0.122
H 1.66470 -0.15473 2.54464 0.065
H 2.88829 -0.41462 4.68058 0.113
H 1.95155 -1.84974 6.45946 0.118
H -0.21474 -2.97880 6.13079 0.119
H -1.46683 -2.68176 4.02922 0.110
N 2.71522 1.53292 0.10958 0.064
C 2.70981 2.97275 0.18029 -0.237
C 3.80931 3.70694 0.53242 0.011
C 3.76471 5.11481 0.52642 -0.031
C 2.62926 5.77400 0.15018 0.003
C 1.46039 5.04772 -0.16777 -0.132
C 0.22690 5.65439 -0.49460 0.046
C -0.88144 4.87902 -0.71102 -0.008
C -0.76924 3.48965 -0.59498 -0.136
N 0.36981 2.88830 -0.30413 -0.059
C 1.49696 3.63589 -0.11754 -0.186
H 3.50794 1.15127 0.61124 0.111
H 2.79245 1.23160 -0.86115 0.063
H 4.73158 3.20602 0.80285 0.128
H 4.65110 5.66730 0.80538 0.124
H 2.60924 6.85542 0.10992 0.131
H 0.17040 6.73381 -0.56187 0.138
H -1.83715 5.32287 -0.94992 0.126
H -1.63084 2.84845 -0.73703 0.111
```

=====

The following is a DFT calculation (ωB97M-V/def2-TZVPD) of a structure of composition C40H47BBrF4O6PS3SbW in a non-equilibrium geometry.

Results
Total charge = +1
Orbital gap = 5.927 eV
LUMO = -4.74 eV

```
105
Properties=species:S:1:pos:R:3:lowdin_charge:R:1
W -0.41525 0.19768 -0.87697 1.362
O -0.63966 1.74800 -3.81109 0.196
C -0.23344 0.64512 -3.66990 -0.469
O 0.51629 0.26351 -2.53430 -0.292
C -0.55289 -0.48885 -4.59927 -0.069
C 0.31598 -1.73645 -4.37489 -0.255
C 0.00081 -2.78887 -5.44005 -0.077
C -1.35507 -3.33735 -4.93226 -0.076
C -1.59168 -2.45999 -3.70506 -0.266
O -0.26250 -2.28273 -3.18280 -0.127
C -1.97618 -1.03482 -4.18588 -0.051
C -2.67412 -0.22361 -3.11180 -0.412
O -3.75535 0.23624 -3.16588 0.207
O -1.92375 -0.06366 -1.91201 -0.319
H -0.51330 -0.09992 -5.61362 0.171
H 1.37148 -1.52738 -4.22440 0.155
H 0.76842 -3.55974 -5.45563 0.119
H -0.05759 -2.34943 -6.43590 0.123
H -1.28074 -4.38146 -4.63612 0.123
H -2.16001 -3.24751 -5.66090 0.125
H -2.24350 -2.87775 -2.94933 0.025
H -2.67208 -1.07233 -5.01797 0.168
S -4.00312 -3.22504 -1.46530 0.361
P -3.66619 -2.13673 0.10337 0.241
S -1.65280 -1.49426 0.48706 0.275
C -3.91796 -3.04108 1.65058 -0.399
C -5.22234 -3.09299 2.14278 -0.076
C -5.50770 -3.86418 3.25944 -0.061
C -4.50015 -4.58466 3.88498 -0.068
C -3.20312 -4.53977 3.39383 -0.069
C -2.91032 -3.77338 2.27609 -0.110
C -4.70435 -0.67995 0.25445 -0.411
C -4.65429 0.08233 1.42259 -0.110
C -5.49261 1.17254 1.56619 -0.069
C -6.38050 1.50370 0.54582 -0.060
C -6.43426 0.74248 -0.61179 -0.052
C -5.59652 -0.35679 -0.75976 -0.096
H -6.01175 -2.53511 1.65543 0.114
H -6.51983 -3.90021 3.64111 0.111
H -4.72829 -5.18750 4.75428 0.109
H -2.41851 -5.10298 3.88270 0.108
H -1.89894 -3.74167 1.89593 0.056
H -3.96078 -0.17897 2.21361 0.116
H -5.45931 1.76450 2.47179 0.114
H -7.03887 2.35584 0.66143 0.111
H -7.13274 0.99571 -1.39824 0.113
H -5.63018 -0.96329 -1.65527 0.074
Br -0.00757 0.78566 1.57821 0.342
O 1.84689 0.97098 -0.63548 -0.815
S 2.80861 2.15035 -0.56636 1.040
C 1.80516 3.57996 -0.07256 -0.273
C 2.54939 4.75620 0.49292 -0.282
C 3.43238 5.47217 -0.31137 -0.048
C 4.08154 6.59349 0.18260 -0.067
C 3.84333 7.01185 1.48493 -0.075
C 2.95977 6.30366 2.28899 -0.079
C 2.31546 5.17832 1.79525 -0.053
C 3.85017 1.72945 0.88797 -0.235
C 3.98659 2.65539 2.06057 -0.279
C 4.93164 3.67595 2.07061 -0.050
C 5.09042 4.46855 3.19601 -0.078
C 4.31764 4.23583 4.32789 -0.077
C 3.37432 3.21821 4.32496 -0.066
C 3.20683 2.43549 3.19122 -0.054
H 1.04111 3.18229 0.59068 0.044
H 1.33976 3.84879 -1.02284 0.103
H 3.60528 5.15838 -1.33612 0.118
H 4.76037 7.14860 -0.45207 0.109
H 4.33965 7.89309 1.87028 0.110
H 2.76801 6.62950 3.30310 0.116
H 1.62500 4.62647 2.42261 0.123
H 4.82016 1.51277 0.43714 0.097
H 3.37976 0.79377 1.18622 0.060
H 5.54403 3.85387 1.19363 0.126
H 5.82459 5.26383 3.19426 0.117
H 4.45393 4.84724 5.21053 0.112
H 2.77340 3.02945 5.20542 0.111
H 2.45803 1.64949 3.18158 0.083
C 1.09204 -2.58473 2.60594 -0.181
C 2.09961 -1.98967 1.62428 -0.401
Sb 1.34380 -1.82605 -0.34678 1.427
C 0.70247 -3.83351 -0.59580 -0.389
C 1.79800 -4.83573 -0.23472 -0.153
C 3.07741 -1.80908 -1.57362 -0.375
C 4.36384 -2.13768 -0.81803 -0.162
H 1.53766 -2.62950 3.60192 0.084
H 0.80573 -3.60070 2.32897 0.061
H 0.18958 -1.98076 2.67464 0.016
H 2.98215 -2.61969 1.52218 0.052
H 2.40955 -0.99618 1.94342 0.021
H 0.40523 -3.92413 -1.63845 0.047
H -0.19387 -3.95005 0.00971 0.027
H 2.67281 -4.73634 -0.88085 0.064
H 1.41518 -5.84932 -0.36389 0.083
H 2.13332 -4.74317 0.79982 0.061
H 3.12003 -0.82526 -2.03651 0.044
H 2.87370 -2.54254 -2.35630 0.060
H 4.56425 -1.42331 -0.01713 0.063
H 5.20941 -2.11007 -1.50730 0.081
H 4.33926 -3.13376 -0.37428 0.061
F -2.82004 1.70438 0.18882 0.190
B -2.83879 2.89367 -0.39294 -0.929
F -3.31821 3.01620 -1.60955 0.293
F -2.59193 3.95649 0.34883 0.279
F -0.51825 2.07419 -0.96026 -0.389
```

=====

The following is a DFT calculation (ωB97M-V/def2-TZVPD) of a structure of composition C40H47BI2IrN8O3S3 in a non-equilibrium geometry.

Results
Total charge = +2
Orbital gap (alpha / beta) = 5.072 / 4.867 eV
Multiplicity = 2
⟨S²⟩ = 0.7682
LUMO (alpha / beta) = -6.88 / -7.09 eV

```
105
Properties=species:S:1:pos:R:3:lowdin_charge:R:1
Ir 3.05958 -0.34072 0.52979 1.157
C 1.81688 3.64478 2.01749 -0.038
C 0.80478 3.00998 1.12829 -0.219
C 0.03278 3.74408 0.24669 0.127
C -0.80962 3.06748 -0.66021 -0.188
N -0.92632 1.76428 -0.64381 0.193
N -0.27252 1.02328 0.26539 0.068
B -0.42502 -0.40892 0.31819 -0.436
N -0.77462 -1.22422 -0.89251 0.049
N -2.01252 -1.05062 -1.31791 0.205
C -2.47812 -1.73632 -2.33491 -0.178
C -1.64062 -2.63332 -3.02751 0.106
C -0.35292 -2.84202 -2.59461 -0.240
C 0.55458 -3.80152 -3.26891 -0.040
C 0.07798 -2.11432 -1.45751 -0.535
S 1.64098 -2.41552 -0.81511 0.793
C -3.94052 -1.55872 -2.66231 -0.539
C -4.73632 -2.04762 -1.44231 -0.022
C -4.20962 -0.06702 -2.87541 -0.031
C -4.36852 -2.35042 -3.89641 -0.042
N -0.67402 -1.02672 1.65469 -0.008
N -1.75062 -0.39802 2.12729 0.189
C -2.32572 -0.76022 3.24279 -0.175
C -1.75842 -1.79252 4.02319 0.113
C -0.63922 -2.44972 3.57499 -0.221
C 0.01088 -3.52832 4.35529 -0.040
C -0.09772 -2.07072 2.31229 -0.557
S 1.26278 -2.89802 1.72349 0.855
C -3.61592 -0.05332 3.58659 -0.542
C -3.34922 1.45518 3.66689 -0.029
C -4.21632 -0.54372 4.90349 -0.044
C -4.60162 -0.33402 2.44069 -0.033
C 0.63438 1.62448 1.12649 -0.490
S 1.61098 0.62238 2.13979 0.798
C -1.59672 3.86218 -1.67811 -0.547
C -0.61482 4.49568 -2.67161 -0.035
C -2.59482 2.96618 -2.40441 -0.062
C -2.37182 4.98878 -0.97841 -0.027
H 1.86048 4.71548 1.84369 0.096
H 2.80178 3.21538 1.83219 0.084
H 1.57648 3.46298 3.06439 0.096
H 0.10318 4.81828 0.23569 0.136
H -2.01112 -3.17452 -3.88061 0.129
H 0.08178 -4.21092 -4.15691 0.099
H 0.80488 -4.61862 -2.59301 0.098
H 1.49028 -3.32092 -3.54921 0.091
H -4.43572 -1.50012 -0.55501 0.063
H -4.57592 -3.10952 -1.27491 0.094
H -5.79592 -1.88622 -1.61311 0.098
H -3.87532 0.48518 -2.00561 0.057
H -5.27182 0.10098 -3.01951 0.100
H -3.68032 0.29498 -3.75261 0.092
H -4.24722 -3.42102 -3.75001 0.092
H -3.81652 -2.04062 -4.77991 0.094
H -5.42212 -2.16552 -4.08541 0.099
H -2.19782 -2.06482 4.96749 0.128
H -0.39542 -3.57492 5.36069 0.099
H 1.08978 -3.37062 4.40239 0.067
H -0.14912 -4.49142 3.86789 0.106
H -2.66302 1.67978 4.47949 0.092
H -4.28282 1.97728 3.85529 0.095
H -2.92642 1.81408 2.73259 0.071
H -3.55112 -0.34962 5.74079 0.093
H -4.44912 -1.60532 4.86439 0.093
H -5.14392 -0.01052 5.09209 0.098
H -4.19542 0.02758 1.50049 0.068
H -5.54282 0.17168 2.63499 0.096
H -4.79902 -1.40012 2.35469 0.093
H -0.07232 3.73098 -3.21951 0.011
H 0.10078 5.14118 -2.16841 0.089
H -1.16982 5.09548 -3.38601 0.100
H -2.08942 2.13868 -2.89421 0.014
H -3.12862 3.54138 -3.15531 0.103
H -3.31172 2.56788 -1.69221 0.081
H -1.70422 5.72058 -0.53151 0.081
H -3.02982 4.59508 -0.20791 0.095
H -2.98162 5.50418 -1.71661 0.100
I 0.49138 0.93128 -3.69471 1.137
C 2.55118 0.73488 -3.46521 -0.594
C 3.43728 0.87378 -4.52121 -0.210
C 4.77898 0.58278 -4.36181 -0.644
I 6.06118 0.91658 -5.99461 0.961
C 5.25258 0.01888 -3.14271 -0.192
C 6.55698 -0.45112 -2.90951 0.001
C 6.85228 -1.06182 -1.71221 -0.005
C 5.85038 -1.21302 -0.74881 -0.088
N 4.63528 -0.73252 -0.91691 -0.023
C 4.33328 -0.11052 -2.07501 -0.154
C 2.98818 0.37398 -2.17831 -0.462
O 2.23068 0.41218 -1.14891 -0.348
H 3.07538 1.22448 -5.47611 0.089
H 7.30908 -0.35392 -3.67901 0.079
H 7.84648 -1.43042 -1.51001 0.121
H 6.04688 -1.73962 0.17309 0.123
O 3.24388 -2.61242 3.56879 0.000
C 4.07958 -1.78522 3.29579 -0.477
C 5.30358 -1.42252 4.13119 -0.048
C 5.89168 -0.18892 3.44939 -0.051
C 5.00488 -0.02272 2.25399 -0.537
O 5.00378 0.86098 1.39509 0.035
N 4.07038 -0.99112 2.17789 -0.082
H 5.98368 -2.27582 4.12579 0.136
H 5.00498 -1.24582 5.16419 0.135
H 6.92728 -0.30702 3.12869 0.137
H 5.84248 0.70868 4.06719 0.138
```

=====

What is the total charge in the first record? -2